# 1
Below is 19 unconnected molecules or ions with the total composition H38O19 in a non-equilibrium geometry, with properties calculated with ωB97M-V/def2-TZVPD.

```
57
Properties=species:S:1:pos:R:3:forces:R:3
O -0.09148 4.80485 0.36676 -14.111 2.071 -7.742
H -0.13130 4.92052 -0.69568 0.603 -0.398 4.110
H 0.67478 4.71322 0.60222 13.490 -1.634 3.666
O 1.44961 1.43408 0.37832 5.723 -0.670 0.387
H 0.63758 1.23635 0.76662 -2.535 -0.826 1.273
H 2.20735 0.93700 0.94112 -2.945 1.777 -1.962
O -0.81650 -1.90017 1.81657 -1.174 -1.500 -0.577
H -1.67836 -2.29382 1.60680 -0.151 0.434 0.238
H -0.25332 -2.68007 1.69868 0.822 -0.220 -0.103
O -2.49559 0.46675 -3.73365 2.322 2.696 -0.092
H -2.76671 -0.40644 -3.74989 -0.635 -2.773 -0.202
H -1.47968 0.47568 -3.64056 -1.859 -0.353 0.279
O -4.31945 1.65543 -2.08116 1.359 0.376 1.656
H -3.87883 1.98424 -1.20614 -0.918 -1.148 -2.733
H -3.62440 1.22504 -2.66992 -0.541 0.940 1.145
O -0.29882 -0.99566 4.21300 0.071 1.224 2.355
H -0.16967 -1.61237 3.52771 -0.268 -1.184 -1.144
H -1.21866 -0.76476 4.22542 -0.709 -0.027 -0.044
O 3.87345 -2.75755 1.16532 0.159 0.539 -0.397
H 3.87412 -1.79415 1.01460 0.137 -0.552 -0.073
H 3.09983 -2.84246 1.71760 -0.332 0.117 0.574
O 0.64117 1.67215 4.20616 7.447 -0.737 -1.838
H -0.19237 1.79200 4.41588 -6.121 0.900 2.264
H 1.25390 1.63756 4.96660 -1.183 0.114 -0.486
O 4.05575 1.11189 -1.36826 -1.909 -0.310 -0.422
H 3.14558 1.50681 -1.16772 1.673 -1.018 -0.135
H 3.85120 0.25414 -1.83538 0.170 1.358 0.877
O 1.21639 3.87476 -2.08744 -1.403 4.523 2.208
H 0.83686 3.17053 -1.66760 -1.121 -3.226 1.581
H 1.71144 3.68918 -2.80011 2.571 -1.411 -3.686
O -0.92493 -3.80821 -2.21620 -0.204 -0.739 3.417
H -1.30268 -4.21347 -1.32981 0.979 1.163 -3.053
H -1.55201 -3.94948 -2.91151 -0.748 -0.347 -0.323
O -0.95805 0.46564 1.16670 -0.051 3.684 0.140
H -0.97946 -0.44975 1.05669 0.073 -2.283 0.087
H -1.08771 0.64535 2.10967 -0.122 -0.219 -0.347
O 2.44529 0.46828 -3.57109 0.292 -0.749 -1.507
H 2.83222 1.32286 -3.46081 0.779 0.826 0.085
H 1.87476 0.52501 -4.36555 0.537 -0.122 0.732
O -3.79606 0.55327 2.48988 3.668 -0.776 -2.209
H -3.84476 0.52248 1.50576 0.475 -0.189 0.797
H -4.64827 0.72492 2.71114 -3.994 0.820 1.401
O 1.70804 -1.43594 2.80131 -0.145 2.123 1.478
H 1.04232 -0.74164 2.50440 1.273 -1.105 0.305
H 1.85258 -1.10283 3.75843 -0.252 -0.895 -2.258
O 0.66117 -4.04762 1.38742 -3.802 -1.896 2.392
H 1.50614 -4.00951 1.08546 4.023 0.368 -1.679
H 0.66536 -4.79602 2.04269 -0.101 1.153 -0.927
O -3.77995 -0.85897 -0.43523 -1.766 -0.092 -0.979
H -4.46237 -0.76967 -1.17206 1.324 0.151 1.461
H -2.96728 -1.04521 -0.89578 0.513 0.077 -0.295
O 1.53930 -0.91424 -1.39209 -0.298 -1.216 -2.382
H 1.65767 -1.27333 -2.34845 -0.061 0.606 2.461
H 0.62636 -1.18180 -1.17885 0.478 -0.062 0.138
O 0.11920 0.56236 -3.04478 -0.492 1.291 0.258
H 0.83713 0.31733 -2.37315 -1.021 0.591 -0.772
H 0.22231 1.51768 -3.28078 0.010 -1.242 0.598
```
Positions in Å, forces in eV/Å.

The value obtained for the HOMO energy is -10.385 eV. The value obtained for the largest force on an atom is 0.31559 hartree/bohr. The LUMO energy comes out at -0.379 eV.

---

# 2
Below is 20 unconnected molecules or ions with the total composition H39O20 in a non-equilibrium geometry, with properties calculated with ωB97M-V/def2-TZVPD.

```
59
Properties=species:S:1:pos:R:3:forces:R:3
O 0.00845 -3.35530 4.42895 -1.238 0.925 1.098
H -0.47290 0.32256 4.22481 -0.487 0.377 0.896
O -4.86392 0.15538 -2.17810 0.114 0.045 0.308
H -4.26752 -0.59001 -2.02989 -0.050 0.173 -0.088
H -4.54077 0.82570 -1.55782 -0.089 -0.179 -0.250
O 5.32175 -1.66623 -1.04146 1.596 0.484 0.556
H 4.49884 -2.13717 -0.97213 -0.310 0.160 0.709
H 5.25730 -0.84305 -0.52208 -0.330 -0.728 -0.585
O 3.50701 -0.27652 -2.41898 1.059 0.288 0.158
H 2.93570 -0.89895 -2.85525 -0.674 0.199 -0.198
H 0.25210 -0.47138 -2.03444 0.030 0.488 -0.210
O 0.85792 0.27787 -2.15273 0.188 -0.224 0.444
H -0.58162 -2.86165 5.06747 1.105 -0.843 -0.845
H 0.62029 0.87341 -1.43447 -0.065 0.100 0.027
O 0.43627 1.39498 1.76992 -3.457 3.686 0.710
H -0.23463 -2.91931 3.60616 0.156 -0.017 -0.237
H 2.93812 0.31239 -1.91581 -0.540 -0.356 -0.305
O -1.64272 -0.19932 -2.83264 -1.663 -0.724 -1.180
H -1.94262 -0.13971 -3.78954 0.714 -0.134 1.910
H -1.85706 -1.14678 -2.64193 0.351 0.992 0.051
O 2.84357 2.50791 -4.03448 0.232 0.085 0.477
H -0.44783 0.79784 1.77087 1.567 -1.284 0.396
H 3.68397 -4.51812 1.26420 0.022 0.025 -0.062
O -1.50773 3.16123 -2.95802 0.067 0.047 -0.771
H -1.76041 3.47223 -2.09275 -0.156 -0.256 0.325
H -1.48707 2.19547 -2.96792 -0.005 0.096 0.463
O -1.30837 -1.35506 -5.12201 -0.159 -0.249 -0.760
H -1.03426 -0.66692 -5.73226 0.104 0.140 -0.138
H -0.65779 -2.04760 -5.24356 0.142 -0.175 0.097
O -1.16457 -0.40086 2.21729 -1.422 0.623 0.335
H -2.12333 3.34987 4.16128 0.488 -0.170 0.388
H -0.65105 -1.19571 2.14015 0.488 -0.318 -0.232
O -0.96711 0.69105 5.01560 0.598 -0.449 -1.351
H -1.83978 0.69334 4.60689 -0.207 -0.015 0.221
H -0.06945 2.20008 2.21696 1.879 -1.861 -1.362
O -2.77952 3.89639 3.73524 -1.250 -0.846 -0.233
H -3.31398 3.21940 3.23772 0.955 1.689 0.868
H 2.81471 2.55814 -3.05683 -0.235 0.053 -0.962
O 2.81450 -4.52475 1.67849 -0.010 -0.099 -0.460
H 2.61659 3.38652 -4.36049 -0.095 -0.109 0.329
H 2.98280 -4.38961 2.60918 -0.057 0.152 0.359
O -1.65617 -2.56122 -1.16986 0.237 -0.414 -0.460
H -1.13489 -3.34386 -0.94894 -0.151 0.205 -0.033
H -1.92499 -2.18843 -0.33290 -0.101 0.305 0.590
O 2.45407 0.86741 3.17162 0.039 0.361 1.026
H 2.48198 0.82135 4.14914 -0.228 0.181 -0.951
H 1.60846 1.32202 2.87448 0.882 -1.056 0.229
O -3.63437 -1.49068 2.84030 1.405 -0.467 2.905
H -2.83067 -0.89492 2.75598 -0.118 -0.502 -0.806
H -3.36762 -1.91050 3.74193 -1.056 0.838 -2.337
O 1.13553 3.79961 -1.50773 0.190 -0.192 2.713
H 1.89641 3.84490 -0.87768 -0.177 0.085 -1.097
H 0.47867 3.66433 -0.77151 0.197 0.051 -1.449
O -2.91951 2.78843 1.38787 0.134 -0.940 -0.615
H -2.23225 2.29846 0.89971 -0.334 0.158 0.263
H -3.29127 2.10532 1.97079 0.154 -0.141 -0.668
O 3.20688 -3.50176 -1.13799 1.733 -1.933 -0.562
H 3.44776 -2.93427 -1.87870 -1.477 0.381 0.584
H 2.54795 -3.43037 -0.45857 -0.684 1.286 -0.229
```
Positions in Å, forces in eV/Å.

The value obtained for the HOMO energy is -6.592 eV. The value obtained for the largest force on an atom is 0.09925 hartree/bohr. The LUMO energy comes out at 1.923 eV. Its charge is -1.

---

# 3
Below is 20 unconnected molecules or ions with the total composition H39O20 in a non-equilibrium geometry, with properties calculated with ωB97M-V/def2-TZVPD.

```
59
Properties=species:S:1:pos:R:3:forces:R:3
O 0.93155 -1.14465 1.46145 -1.132 -0.145 0.981
H 0.03616 -2.24461 0.24824 1.887 0.160 3.578
O 3.35204 -4.49317 1.59127 1.320 0.011 -0.057
H 3.21451 -4.38708 2.52572 -1.100 0.098 0.775
H 4.32288 -4.43876 1.65391 -0.195 -0.048 -0.873
O -3.68272 3.33697 0.86808 6.370 -2.532 1.338
H -3.82605 -3.06579 0.12335 8.294 -1.797 0.306
H -2.59999 3.46941 0.63546 -4.342 -0.673 1.178
O 1.14201 -0.29006 -0.83209 0.867 2.098 0.902
H 1.19819 -0.58037 -1.70607 0.105 -0.497 -2.155
H -1.60565 -0.43515 -1.25966 -0.556 0.592 0.873
O -2.14464 0.37251 -1.39155 0.760 -0.017 -1.855
H 3.21099 2.34472 2.01803 -3.072 1.161 0.556
H -4.00975 3.97557 0.33179 -1.906 3.197 -2.608
O -0.53728 5.04899 1.22956 0.710 -0.441 2.928
H 0.89183 -0.75815 0.54738 -0.319 0.601 -0.435
H 1.81140 -1.46716 1.43226 1.469 -0.473 0.489
O 2.05269 2.49544 -1.97479 1.752 4.031 0.727
H 1.76944 2.90847 -2.77333 -0.503 -0.347 -0.788
H 1.85078 1.62593 -1.84134 -1.490 -3.986 0.120
O -3.23005 -0.26418 -4.65055 0.265 2.960 -0.342
H -0.82931 4.88709 2.21445 0.711 0.503 -2.675
H -0.14130 3.24341 3.25715 -0.473 -0.341 1.381
O -0.11974 -1.43346 4.09000 0.380 -0.455 -2.637
H -0.39879 -2.35617 4.00216 -0.171 0.119 0.602
H 0.11775 -1.31127 3.08859 -0.108 0.486 2.034
O 3.26973 0.61104 -0.04638 0.545 -1.773 0.864
H 3.36645 1.49180 -0.35166 -0.126 0.933 -0.655
H -0.55550 3.16241 4.79347 0.893 -0.427 0.942
O 2.29619 2.73544 2.33376 1.793 -0.099 -1.275
H 2.38970 0.11999 -0.40116 0.428 1.253 -0.055
H 1.94894 3.33952 1.61423 1.160 -1.059 0.852
O -0.17757 -2.21713 -0.62574 -2.241 -2.061 -6.555
H 4.02619 -2.28771 -1.22963 0.924 0.209 -0.441
H 0.46097 5.09968 1.29620 -1.543 -0.096 -0.127
O -2.72792 0.23499 3.53483 -4.016 0.353 -2.647
H -2.03550 0.13392 4.11792 3.093 -0.131 0.866
H -3.46308 -1.08038 -5.00949 -0.276 -2.210 -0.089
O -4.65354 -2.87022 0.09740 -8.139 0.291 -1.238
H -2.91546 -0.26068 -3.75434 0.083 -0.745 0.577
H -4.79916 -2.07866 0.55976 -0.124 1.514 0.941
O -0.85760 -3.67132 -4.15608 -4.532 2.019 1.278
H -0.66829 -3.27469 -3.31107 0.371 -0.015 0.340
H -0.14313 -4.06401 -4.50714 4.122 -2.016 -1.527
O 2.17453 4.43222 -0.07154 -3.618 -0.191 -1.729
H 1.25828 4.58101 -0.56842 2.633 0.301 1.611
H 1.10221 -5.15436 -1.16003 -1.695 0.999 0.814
O 4.65929 -3.00297 -1.46697 -3.357 -2.156 2.329
H 2.18866 3.50970 -0.41295 0.822 0.137 0.049
H 4.06219 -3.74755 -0.98518 2.489 2.146 -1.816
O -0.85328 3.37377 3.93117 -0.201 0.664 -2.464
H -2.79034 0.60732 -0.74226 -0.136 -0.592 0.958
H 0.57051 -2.08653 -1.28931 -1.385 -0.171 2.752
O -3.96797 2.79271 -2.76012 -1.604 -0.833 2.856
H -3.31573 2.07147 -2.73644 -0.141 0.216 -0.046
H -4.53236 2.59958 -1.89774 1.807 0.614 -2.728
O 1.91007 -5.52169 -1.42450 1.337 -1.298 -1.409
H 2.59569 -5.17184 -0.87332 0.199 0.260 0.709
H -2.60011 0.55470 2.61325 0.912 -0.303 1.722
```
Positions in Å, forces in eV/Å.

The value obtained for the HOMO energy is -6.377 eV. The value obtained for the largest force on an atom is 0.16514 hartree/bohr. The LUMO energy comes out at 2.030 eV. Its charge is -1.

---

# 4
Below is a molecular structure, H3INP in a non-equilibrium geometry, with properties calculated with ωB97M-V/def2-TZVPD.

```
6
Properties=species:S:1:pos:R:3:forces:R:3
N -0.56226 0.38182 0.63707 -2.343 -5.119 1.550
P 1.00807 0.06896 0.02487 1.511 1.334 -0.345
I -1.45814 1.72300 -0.57305 -0.467 0.083 -0.126
H -1.20145 -0.71474 0.82526 2.070 4.550 -1.116
H 1.40866 -1.21782 0.41691 -0.614 -0.400 0.236
H 0.80512 -0.24123 -1.33105 -0.158 -0.448 -0.198
```
Positions in Å, forces in eV/Å.

The value obtained for the HOMO energy is -8.751 eV. The value obtained for the largest force on an atom is 0.11356 hartree/bohr. The LUMO energy comes out at -0.525 eV.

---

# 5
Below is 2 unconnected molecules or ions with the total composition H3N2O2 in a non-equilibrium geometry, with properties calculated with ωB97M-V/def2-TZVPD.

```
7
Properties=species:S:1:pos:R:3:forces:R:3
N 0.53253 -0.16618 -0.47264 1.655 3.308 1.720
N -1.66156 -0.57079 0.13102 -3.165 -0.645 2.745
O -1.71240 0.60506 -0.35020 -0.049 0.620 -0.340
O -0.27110 -1.16003 -0.09440 -0.333 -2.326 -0.155
H 0.76758 -0.07046 -1.44869 -0.648 -1.036 -0.979
H -0.24154 0.60133 -0.36083 1.414 0.531 -0.462
H -1.83357 -0.42267 1.50515 1.126 -0.453 -2.529
```
Positions in Å, forces in eV/Å.

The value obtained for the HOMO energy is -1.718 eV. The value obtained for the largest force on an atom is 0.08243 hartree/bohr. The LUMO energy comes out at 5.361 eV. Its charge is -1.

---

# 6
Below is 2 unconnected molecules or ions with the total composition H3N2O2S in a non-equilibrium geometry, with properties calculated with ωB97M-V/def2-TZVPD.

```
8
Properties=species:S:1:pos:R:3:forces:R:3
N -1.10360 0.62051 -0.88015 0.840 -0.291 0.513
N -0.37273 0.77001 0.12124 -1.233 1.156 -0.793
O 1.41986 -0.15687 1.64722 -0.001 -0.034 1.102
O -0.21373 -1.73193 0.55780 0.021 0.186 0.800
S 0.94899 -0.37798 0.30712 0.719 -0.450 -2.313
H -0.77108 -1.73695 -0.22522 -0.080 0.069 -0.278
H -1.81489 1.37851 -0.90679 0.396 -0.276 0.424
H 1.90718 1.23469 -0.62121 -0.661 -0.361 0.545
```
Positions in Å, forces in eV/Å.

The value obtained for the HOMO energy (alpha / beta) is -2.398 / -2.395 eV. The value obtained for the largest force on an atom is 0.04790 hartree/bohr. The LUMO energy (alpha / beta) comes out at 4.233 / 4.232 eV. Its charge is -1.

---

# 7
Below is a single H3N2OP molecule in a non-equilibrium geometry, with properties calculated with ωB97M-V/def2-TZVPD.

```
7
Properties=species:S:1:pos:R:3:forces:R:3
N -0.11370 -0.23261 -0.05709 0.098 0.844 0.731
N -1.43615 0.09996 -0.07589 -1.639 3.454 0.435
O 2.16224 -0.39950 -0.18776 3.245 2.298 0.017
P 1.11093 0.80175 -0.07281 -1.419 -2.232 -0.265
H -1.54737 1.20329 -0.12660 -0.150 -2.771 0.247
H -1.97732 -0.21899 0.76589 1.046 0.106 -1.104
H 1.80137 -1.25389 -0.24573 -1.180 -1.699 -0.061
```
Positions in Å, forces in eV/Å.

The value obtained for the HOMO energy is -8.347 eV. The value obtained for the largest force on an atom is 0.07732 hartree/bohr. The LUMO energy comes out at 0.236 eV.

---

# 8
Below is a molecular structure, H3N2OS in a non-equilibrium geometry, with properties calculated with ωB97M-V/def2-TZVPD.

```
7
Properties=species:S:1:pos:R:3:forces:R:3
N -0.47140 0.80660 -0.95680 -0.271 -0.512 -0.347
N -1.14132 0.55878 0.04543 1.919 -0.614 0.005
O 0.58939 0.23158 -1.39991 -0.391 0.857 -0.190
S 0.70196 -1.50787 1.15670 0.074 -0.286 0.552
H -0.83947 1.51588 -1.57492 -0.113 0.728 -0.722
H -0.23997 -0.29511 0.47272 -1.636 -0.069 0.931
H 1.52894 -1.12341 0.19971 0.418 -0.104 -0.229
```
Positions in Å, forces in eV/Å.

The value obtained for the HOMO energy is -3.081 eV. The value obtained for the largest force on an atom is 0.03917 hartree/bohr. The LUMO energy comes out at 4.428 eV. Its charge is -1.

---

# 9
Below is 2 unconnected molecules or ions with the total composition H3N2P in a non-equilibrium geometry, with properties calculated with ωB97M-V/def2-TZVPD.

```
6
Properties=species:S:1:pos:R:3:forces:R:3
N -0.45527 -1.88419 -1.33075 -0.140 -2.262 0.916
N -0.85599 -0.51394 -1.64961 -1.838 2.091 -1.227
P 0.59345 -1.19397 -2.22974 2.239 -0.135 -0.618
H 1.48387 1.50895 0.74842 -0.646 -0.092 0.798
H -1.47482 -0.58915 -2.48312 -0.260 0.315 0.941
H 1.92296 1.56194 0.18583 0.645 0.084 -0.809
```
Positions in Å, forces in eV/Å.

The value obtained for the HOMO energy is -9.314 eV. The value obtained for the largest force on an atom is 0.05916 hartree/bohr. The LUMO energy comes out at -0.768 eV.

---

# 10
Below is a single H3N2P molecule in a non-equilibrium geometry, with properties calculated with ωB97M-V/def2-TZVPD.

```
6
Properties=species:S:1:pos:R:3:forces:R:3
N 1.26987 0.77186 0.02901 3.159 1.256 -0.264
N -0.78096 -0.59092 -0.08785 1.879 3.378 0.460
P 0.94074 -0.74310 0.02032 -2.193 1.565 -0.328
H 2.30282 1.10292 -0.05085 -2.380 -1.137 0.391
H -1.41762 0.23890 0.16641 1.824 -1.847 -0.584
H -1.14378 -1.45777 -0.01956 -2.290 -3.214 0.325
```
Positions in Å, forces in eV/Å.

The value obtained for the HOMO energy is -9.431 eV. The value obtained for the largest force on an atom is 0.07701 hartree/bohr. The LUMO energy comes out at 0.578 eV.

---

Across the entries above, energy relative to the best compared isomer or geometry (same formula, charge and spin) takes the values 157.30; 130.02; 168.59; 60.61; 28.70; 98.80; 21.01; 43.70; 92.88; 6.99 kcal/mol, respectively.